A molecular structure, C18H30FI3NO2, computed with ωB97M-V/def2-TZVPD.

Positions of all 55 atoms, in Å:
C: -3.8756 1.3779 -0.7576
C: -3.4951 2.7989 -1.1604
C: -3.2576 3.7762 0.0022
C: -2.6361 3.1707 1.2367
C: -1.2668 2.5657 0.9573
C: -0.7583 1.6740 2.0636
C: 0.4865 0.8450 1.7411
C: 0.1757 -0.2388 0.7041
C: 1.3031 -1.0547 -0.0119
C: 1.3837 -0.8557 -1.5377
I: 1.5980 -2.5187 -2.8763
C: 1.3776 0.3111 -2.1860
C: 1.4429 0.4662 -3.6667
I: 1.2933 2.1910 -1.2658
C: 0.8653 -2.5159 0.3740
C: -0.4223 -3.1880 -0.1737
C: -1.4978 -2.3372 -0.7928
O: -2.3004 -1.6484 -0.1564
F: -1.5958 -2.4010 -2.1345
C: 2.0971 -3.4491 0.2737
C: 3.2419 -2.4735 0.1093
O: 4.3574 -2.9090 0.8453
N: 2.7069 -1.1157 0.5903
C: 2.8557 -1.1316 2.0930
I: 4.2170 0.2250 -0.1024
H: -3.2155 0.9411 -0.0250
H: -3.8052 0.7498 -1.6364
H: -4.9068 1.3278 -0.4373
H: -2.5758 2.7330 -1.7333
H: -4.2521 3.1816 -1.8294
H: -2.6392 4.5824 -0.3701
H: -4.2095 4.2253 0.2557
H: -3.2849 2.4412 1.7061
H: -2.5032 3.9732 1.9526
H: -1.2945 2.0751 -0.0069
H: -0.5664 3.3876 0.8467
H: -0.4618 2.3133 2.8855
H: -1.5271 1.0124 2.4481
H: 1.3549 1.4561 1.5419
H: 0.6833 0.3439 2.6832
H: -0.5081 -0.9082 1.1879
H: -0.4086 0.2153 -0.0816
H: 1.3413 1.5031 -3.9442
H: 0.6444 -0.0750 -4.1464
H: 2.4115 0.1370 -4.0157
H: 0.7278 -2.5130 1.4434
H: -0.9086 -3.7108 0.6328
H: -0.1547 -3.9579 -0.8771
H: 2.1110 -4.0990 -0.5830
H: 2.2538 -4.0499 1.1545
H: 3.6052 -2.3444 -0.8948
H: 5.0642 -3.1358 0.2438
H: 2.2907 -0.3538 2.5777
H: 3.8785 -0.9417 2.3368
H: 2.5594 -2.0741 2.5163

Total charge: +1
HOMO-LUMO gap, eV: 7.05
Molar mass, Da: 692.15

Löwdin population analysis, charges in e, atoms 1 to 6: atom 1 (C): -0.102, atom 2 (C): -0.246, atom 3 (C): -0.208, atom 4 (C): -0.216, atom 5 (C): -0.284, atom 6 (C): -0.187

2 unconnected molecules or ions with the total composition C4H8N2O, computed with ωB97M-V/def2-TZVPD.

Positions of all 15 atoms, in Å:
C: 2.3874 0.3811 -1.5231
C: 1.1178 0.7072 -2.2556
N: -0.5969 0.3059 -0.7631
O: 0.9455 1.6197 -3.0121
H: 0.2557 -0.0494 -2.0124
H: -1.2514 0.8735 -1.3109
H: 2.7315 -0.6117 -1.8236
H: 2.1838 0.3473 -0.4538
H: 3.1519 1.1229 -1.7457
C: -1.8941 -1.0079 2.9082
C: -1.6905 -0.2471 1.6891
N: -1.4989 0.1648 0.6255
H: -2.9387 -0.9439 3.2209
H: -1.2667 -0.6070 3.7065
H: -1.6365 -2.0555 2.7500

HOMO-LUMO gap, eV: 8.62
Energy above the lowest of the compared OMol25 structures with the same formula, charge and spin, kcal per mole: 139.42
Molar mass, Da: 100.12

Löwdin population analysis, charges in e, atoms 1 to 6: atom 1 (C): -0.058, atom 2 (C): -0.400, atom 3 (N): -0.045, atom 4 (O): 0.039, atom 5 (H): 0.059, atom 6 (H): -0.006

C5H11NO in the gas phase, computed with ωB97M-V/def2-TZVPD.

Positions of all 18 atoms, in Å:
C: -2.0750 -0.1280 -0.7331
C: -1.5425 0.9091 0.2512
C: -0.6227 0.3101 1.3167
N: 0.5056 -0.4419 0.7822
C: 1.5154 0.1958 0.1298
O: 1.4796 1.3959 -0.0980
C: 2.7073 -0.6437 -0.2898
H: -2.8951 0.2788 -1.3334
H: -1.2887 -0.4562 -1.4209
H: -2.4534 -1.0153 -0.2096
H: -0.9981 1.6946 -0.2813
H: -2.3734 1.3948 0.7793
H: -0.2372 1.1154 1.9533
H: -1.1972 -0.3732 1.9526
H: 0.5803 -1.4284 0.9711
H: 2.8570 -0.5182 -1.3653
H: 2.6255 -1.7099 -0.0584
H: 3.5920 -0.2375 0.2087

HOMO-LUMO gap, eV: 10.50
Energy above the lowest of the compared OMol25 structures with the same formula, charge and spin, kcal per mole: 1.42
Molar mass, Da: 101.15
SMILES: CCCNC(C)=O

Löwdin population analysis, charges in e, atoms 1 to 6: atom 1 (C): -0.114, atom 2 (C): -0.252, atom 3 (C): -0.201, atom 4 (N): 0.048, atom 5 (C): -0.545, atom 6 (O): 0.041

A molecular structure, C12H35N3O4, computed with ωB97M-V/def2-TZVPD.

Positions of all 54 atoms, in Å:
O: -0.8835 -0.7141 -0.0798
H: -0.6858 0.1136 0.3586
H: -1.3615 -0.4593 -0.8690
C: 1.6193 -0.0347 -1.0047
C: 1.1518 1.4309 -0.9081
C: 0.9762 1.9799 0.5356
O: -0.0121 1.3176 1.2992
C: 0.0654 1.3458 2.6896
N: 1.7066 2.3097 -1.8826
H: 1.2215 -0.5004 -1.9064
H: 1.2483 -0.7322 -0.2537
H: 2.6969 -0.0527 -1.1678
H: 0.1266 1.3935 -1.2763
H: 0.6105 2.9990 0.4102
H: 1.8980 2.0822 1.1083
H: 0.7999 2.0983 2.9767
H: 0.4607 0.4261 3.1210
H: -0.8995 1.5903 3.1337
H: 1.8587 1.7699 -2.7226
H: 1.0925 3.0316 -2.2317
C: -3.9693 -0.3334 -1.5778
C: -2.6570 -0.4847 -2.4300
C: -2.7707 -0.0871 -3.9426
O: -1.5371 -0.2617 -4.6677
C: -1.6032 -0.0846 -6.1041
N: -1.6763 0.3998 -1.8142
H: -4.3338 0.6873 -1.4624
H: -3.8930 -0.8243 -0.6076
H: -4.6430 -1.0218 -2.0880
H: -2.2855 -1.5090 -2.4008
H: -3.1450 0.9017 -4.2077
H: -3.5932 -0.7169 -4.2815
H: -0.6439 -0.5102 -6.3987
H: -1.6050 0.9291 -6.5045
H: -2.3735 -0.7528 -6.4890
H: -0.8227 0.0949 -2.2597
H: -1.7838 1.2992 -2.2610
C: 3.4841 0.0079 4.5410
C: 2.0522 -0.6256 4.3876
C: 1.6812 -1.0200 2.9353
O: 0.2774 -1.3775 2.7956
C: -0.0561 -1.8625 1.5155
N: 1.8739 -1.8296 5.2063
H: 4.1742 -0.8172 4.3645
H: 3.6421 0.3634 5.5592
H: 3.7508 0.6605 3.7098
H: 1.3323 0.0935 4.7784
H: 2.3656 -1.8098 2.6255
H: 1.9338 -0.2078 2.2538
H: 0.0397 -1.0998 0.7427
H: -1.1167 -2.1128 1.5387
H: 0.4780 -2.7637 1.2143
H: 1.0460 -2.2946 4.8622
H: 2.6868 -2.4249 5.1369

HOMO-LUMO gap, eV: 7.98
Energy above the lowest of the compared OMol25 structures with the same formula, charge and spin, kcal per mole: 161.87
Molar mass, Da: 285.43

Löwdin population analysis, charges in e, atoms 1 to 6: atom 1 (O): -0.138, atom 2 (H): 0.031, atom 3 (H): -0.086, atom 4 (C): -0.030, atom 5 (C): -0.426, atom 6 (C): -0.144

C2H6O9P2 in the gas phase, computed with ωB97M-V/def2-TZVPD.

Positions of all 19 atoms, in Å:
O: 3.2911 -0.9377 1.7268
C: 3.3251 -0.3318 0.5150
O: 4.4236 -0.6589 -0.4075
C: 2.0740 0.6978 0.1918
O: 1.3963 0.1888 -1.0108
P: -0.3446 0.3367 -0.8927
O: -0.7401 1.8840 -1.0306
O: -1.0176 -0.4442 -2.3227
O: -0.9198 -0.3380 0.6061
P: -2.6411 -0.6019 0.5987
O: -2.8883 -2.0912 0.0425
O: -3.1488 -0.6251 2.2961
O: -3.5553 0.5046 -0.3873
H: 4.1101 -1.4487 -0.9727
H: 1.3900 0.7516 1.1433
H: 2.5628 1.7680 0.0602
H: -1.7267 0.1615 -2.7105
H: -2.3391 -0.2839 2.8051
H: -3.2516 1.4682 -0.2509

HOMO-LUMO gap, eV: 9.66
Molar mass, Da: 236.01
SMILES: O=C(O)CO[P@@](=O)(O)OP(=O)(O)O

Löwdin population analysis, charges in e, atoms 1 to 6: atom 1 (O): -0.010, atom 2 (C): -0.228, atom 3 (O): -0.008, atom 4 (C): -0.130, atom 5 (O): -0.226, atom 6 (P): 0.748

13 unconnected molecules or ions with the total composition C4H34N2O12, computed with ωB97M-V/def2-TZVPD.

Positions of all 52 atoms, in Å:
C: -1.2957 2.7522 0.0745
C: -0.0120 2.4010 -0.7440
C: 1.1400 1.9549 0.1960
N: 0.8268 0.8582 1.0565
C: 1.0870 0.9117 2.4433
N: 0.9576 -0.2252 3.0960
H: -1.6065 1.9998 0.8345
H: -1.2135 3.6908 0.7416
H: -2.1232 2.9386 -0.6300
H: 0.1712 3.1163 -1.5382
H: -0.3603 1.4524 -1.2438
H: 2.0556 1.7235 -0.5297
H: 1.4418 2.9730 0.7157
H: 0.4497 -0.0215 0.6697
H: 1.2196 1.9005 2.8601
H: 1.1859 -0.3066 4.0862
H: 3.5902 -3.7657 -0.5482
H: 3.6703 -2.3268 -0.2014
O: 3.7442 -3.2290 0.2061
H: 1.3310 -2.4281 1.6995
H: 2.0757 -3.0073 0.4819
O: 1.1676 -2.8492 0.8571
H: 2.1467 0.7324 -2.7626
H: 0.9278 0.4729 -3.4473
O: 1.6792 0.0216 -3.1596
H: -2.7011 0.0668 1.7066
H: -1.5986 -0.3390 2.3759
O: -2.4021 0.1339 2.5131
H: -1.8343 2.8323 3.9243
H: -1.2766 1.5142 3.7411
O: -1.1194 2.2906 4.2086
H: -0.5779 -0.9600 -1.2212
H: 0.0919 -1.2600 -2.6234
O: -0.6978 -0.9484 -2.2128
H: 2.8167 -0.3792 1.2990
H: 4.2124 -0.0817 0.4426
O: 3.3545 -0.5209 0.5162
H: -2.2145 -0.9062 -0.8381
H: -3.0487 -1.8435 -1.5103
O: -3.0030 -0.9753 -1.1728
H: -0.9728 -2.2872 0.4592
H: -0.1777 -1.2948 1.4626
O: -0.8885 -1.3514 0.7282
H: -1.3094 1.2766 -3.6450
H: -0.4239 1.6873 -4.8865
O: -0.4164 1.6812 -3.8622
H: -0.2242 -4.4012 -0.3797
H: -0.8226 -4.0441 1.0992
O: -1.0453 -4.2394 0.1618
H: -2.7532 1.3105 -1.8595
H: -2.5488 0.1674 -2.8435
O: -2.6753 1.1312 -2.7972

HOMO-LUMO gap, eV: 9.52
Energy above the lowest of the compared OMol25 structures with the same formula, charge and spin, kcal per mole: 89.65
Molar mass, Da: 302.32

Löwdin population analysis, charges in e, atoms 1 to 6: atom 1 (C): -0.106, atom 2 (C): -0.234, atom 3 (C): -0.240, atom 4 (N): -0.016, atom 5 (C): -0.233, atom 6 (N): 0.062

What did we get for total energy? Answer: -1901.71581, -341.78147, -327.12909, -943.13758, -1439.70258, -1185.10264 Eh, in the order shown.
What did we get for E_HOMO? Answer: -12.035, -8.221, -9.635, -7.448, -10.927, -9.423 eV, in the order shown.